(1)
{
  "formula": "C72H108O36",
  "method": "wB97M-V/def2-TZVPD",
  "symbols": ["O", "C", "O", "C", "C", "C", "H", "H", "H", "H", "H", "H", "O", "C", "O", "C", "C", "C", "H", "H", "H", "H", "H", "H", "O", "C", "O", "C", "C", "C", "H", "H", "H", "H", "H", "H", "O", "C", "O", "C", "C", "C", "H", "H", "H", "H", "H", "H", "O", "C", "O", "C", "C", "C", "H", "H", "H", "H", "H", "H", "O", "C", "O", "C", "C", "C", "H", "H", "H", "H", "H", "H", "O", "C", "O", "C", "C", "C", "H", "H", "H", "H", "H", "H", "O", "C", "O", "C", "C", "C", "H", "H", "H", "H", "H", "H", "O", "C", "O", "C", "C", "C", "H", "H", "H", "H", "H", "H", "O", "C", "O", "C", "C", "C", "H", "H", "H", "H", "H", "H", "O", "C", "O", "C", "C", "C", "H", "H", "H", "H", "H", "H", "O", "C", "O", "C", "C", "C", "H", "H", "H", "H", "H", "H", "O", "C", "O", "C", "C", "C", "H", "H", "H", "H", "H", "H", "O", "C", "O", "C", "C", "C", "H", "H", "H", "H", "H", "H", "O", "C", "O", "C", "C", "C", "H", "H", "H", "H", "H", "H", "O", "C", "O", "C", "C", "C", "H", "H", "H", "H", "H", "H", "O", "C", "O", "C", "C", "C", "H", "H", "H", "H", "H", "H", "O", "C", "O", "C", "C", "C", "H", "H", "H", "H", "H", "H"],
  "coordinates": [[0.19608, 0.78405, -2.47932], [0.74326, 0.52490, -3.50762], [1.40893, 1.40458, -4.25213], [1.87238, 0.85674, -5.54563], [1.21642, -0.47100, -5.64683], [0.89059, -0.81383, -4.21049], [2.94123, 0.76147, -5.49917], [1.57012, 1.46693, -6.37318], [1.78039, -1.16657, -6.21834], [0.26170, -0.28948, -6.09660], [1.62911, -1.37526, -3.66476], [-0.02456, -1.38667, -4.20056], [-1.71542, 0.78729, -5.59497], [-2.50904, 1.58401, -5.16463], [-2.65284, 2.80419, -5.77497], [-3.69217, 3.52801, -5.06717], [-4.44872, 2.54420, -4.13104], [-3.40042, 1.43224, -3.97094], [-4.27042, 4.04481, -5.78950], [-3.08211, 4.27283, -4.58167], [-5.38762, 2.18794, -4.56407], [-4.60405, 3.04378, -3.14952], [-3.86219, 0.43110, -3.89018], [-2.81169, 1.60994, -3.07115], [-3.14881, -1.41729, 2.98084], [-4.28758, -1.43475, 2.60113], [-4.94489, -0.30358, 2.55949], [-6.33720, -0.39398, 2.30316], [-6.64382, -1.86585, 2.24815], [-5.26531, -2.55136, 2.16874], [-6.62561, 0.09590, 1.39099], [-6.82784, 0.14713, 3.13004], [-7.25718, -2.05116, 1.37783], [-7.20539, -2.04462, 3.18615], [-4.86691, -2.80038, 1.20089], [-5.17218, -3.47978, 2.82097], [-6.86261, -1.63040, -3.18720], [-6.33974, -0.92529, -2.36220], [-6.83641, 0.37460, -2.22443], [-6.21430, 1.12980, -1.16483], [-4.99913, 0.29817, -0.89760], [-5.33623, -1.12276, -1.30931], [-6.98501, 1.17375, -0.39554], [-6.04516, 2.18543, -1.43799], [-4.55122, 0.30927, 0.12362], [-4.23110, 0.69797, -1.55974], [-5.93946, -1.58348, -0.52445], [-4.55858, -1.76843, -1.62848], [2.77122, 6.46602, -1.55387], [2.95083, 5.32994, -1.22638], [3.06926, 4.29938, -2.12428], [3.02917, 3.01837, -1.39925], [3.55837, 3.36120, -0.02856], [3.09785, 4.83663, 0.12610], [3.65955, 2.32264, -1.96460], [2.02178, 2.68105, -1.43897], [4.61222, 3.20216, 0.05377], [3.03196, 2.75965, 0.73473], [3.76660, 5.46433, 0.68856], [2.10796, 4.81959, 0.62551], [4.92499, -3.76675, 4.96004], [5.35614, -2.66786, 4.70715], [6.27474, -2.46657, 3.71640], [6.62897, -1.07599, 3.65722], [6.12937, -0.37397, 4.87387], [5.00672, -1.31510, 5.30405], [6.06109, -0.75843, 2.81024], [7.68896, -0.92574, 3.42204], [5.75198, 0.61507, 4.60501], [6.88900, -0.32281, 5.66138], [4.11020, -1.00946, 4.78298], [4.74235, -1.47285, 6.34848], [-2.62470, 2.07303, -0.72488], [-1.77023, 1.33240, -0.34406], [-0.60328, 1.77679, 0.19268], [0.31808, 0.68359, 0.57035], [-0.39178, -0.64877, 0.12021], [-1.76505, -0.21829, -0.34787], [0.45728, 0.83138, 1.61566], [1.29812, 0.84863, 0.00479], [-0.63377, -1.22475, 0.98984], [0.16489, -1.07671, -0.66766], [-2.56892, -0.40950, 0.38532], [-1.99006, -0.62061, -1.31857], [0.79681, 3.65656, 2.25794], [1.22191, 3.30013, 3.29020], [0.53485, 2.55982, 4.13877], [1.36008, 2.05775, 5.21494], [2.57821, 2.95270, 5.26148], [2.61943, 3.53550, 3.85684], [1.77741, 1.09801, 4.94079], [0.67113, 2.10564, 6.06275], [3.50970, 2.40277, 5.52805], [2.38814, 3.75486, 5.98417], [3.30583, 2.98272, 3.19694], [2.83759, 4.56048, 3.85797], [4.32989, -1.41440, -3.36812], [5.26205, -0.82534, -3.76560], [6.45042, -0.62100, -3.13560], [7.32628, 0.23160, -3.88850], [6.86988, 0.19780, -5.35188], [5.34640, -0.19379, -5.21186], [8.32795, -0.08105, -3.74739], [7.27606, 1.27319, -3.47189], [7.45969, -0.44616, -6.00897], [6.88822, 1.15265, -5.91152], [5.02499, -0.77210, -6.01251], [4.75335, 0.72654, -5.18804], [2.79601, -2.17713, 2.72290], [1.85481, -2.20675, 3.50949], [0.92079, -1.24923, 3.33898], [-0.03584, -1.37559, 4.32892], [0.13394, -2.63718, 5.18400], [1.45904, -3.16651, 4.62493], [-1.04221, -1.24871, 3.88490], [0.05058, -0.46189, 4.91571], [-0.65867, -3.35920, 5.02665], [0.25634, -2.45169, 6.24428], [1.40290, -4.20322, 4.24256], [2.22807, -3.01785, 5.38733], [-7.52844, 5.67577, -3.37089], [-6.88126, 5.70779, -2.37810], [-6.56621, 4.52953, -1.73816], [-5.95019, 4.73213, -0.45191], [-6.19561, 6.16503, -0.15060], [-6.38342, 6.82256, -1.49261], [-4.85452, 4.55857, -0.59834], [-6.44098, 4.05148, 0.24933], [-5.50446, 6.63387, 0.52234], [-7.12719, 6.24490, 0.47069], [-5.41487, 7.06973, -1.87412], [-6.89318, 7.78427, -1.56282], [-2.38762, -4.07576, -7.29125], [-2.80653, -3.92167, -6.19609], [-2.71045, -4.84829, -5.18139], [-3.33745, -4.34901, -3.97878], [-3.48201, -2.79275, -4.07933], [-3.35261, -2.58828, -5.62176], [-2.69291, -4.51546, -3.08681], [-4.29934, -4.85997, -3.86275], [-2.66199, -2.25473, -3.59515], [-4.43058, -2.48297, -3.69481], [-2.70537, -1.79084, -6.00667], [-4.25506, -2.47849, -6.19420], [4.19590, 1.03920, 2.70718], [4.62189, 0.60035, 1.62732], [5.85678, 0.99973, 1.18340], [6.22368, 0.24085, -0.02793], [5.12968, -0.87040, -0.17262], [3.94947, -0.15963, 0.52496], [7.21267, -0.18047, 0.22965], [6.19395, 0.84503, -0.92345], [5.46770, -1.78528, 0.29027], [4.91149, -1.01700, -1.22396], [3.20894, -0.79952, 0.95047], [3.43329, 0.57555, -0.07192], [-3.72536, 6.45249, 2.45761], [-3.59605, 5.28536, 2.59388], [-4.53765, 4.44355, 2.05820], [-4.14729, 3.06774, 2.26091], [-2.66033, 3.10695, 2.70923], [-2.54534, 4.48304, 3.31485], [-4.30085, 2.49926, 1.32160], [-4.77459, 2.72856, 3.08707], [-2.10537, 3.14379, 1.80624], [-2.38354, 2.28432, 3.29992], [-1.60825, 5.02607, 3.15997], [-2.79742, 4.56175, 4.36203], [-3.71124, 5.41721, -2.28588], [-2.55474, 5.14367, -1.96110], [-1.65609, 4.56208, -2.74341], [-0.41397, 4.38225, -2.09300], [-0.50124, 5.13274, -0.77929], [-1.99645, 5.27979, -0.52530], [0.30789, 4.80776, -2.74358], [-0.25169, 3.30931, -1.97031], [-0.12975, 6.16307, -0.91311], [0.07221, 4.63764, 0.00764], [-2.36335, 6.16383, -0.05832], [-2.50039, 4.44159, 0.00745], [1.62944, -6.51265, 5.10256], [2.72015, -6.63700, 4.61267], [2.93270, -6.55733, 3.24552], [4.41748, -6.49280, 3.02862], [4.92832, -7.23650, 4.19277], [4.01848, -6.94833, 5.31042], [4.50394, -5.43068, 3.10377], [4.74810, -6.90522, 2.07069], [5.97803, -7.09772, 4.42995], [4.79518, -8.26975, 3.96503], [4.23970, -5.96879, 5.78417], [3.93552, -7.71556, 6.10885], [-3.79128, -3.97776, -0.36207], [-2.72491, -4.12438, 0.20126], [-2.63897, -4.08048, 1.56679], [-1.23463, -4.05702, 2.00381], [-0.51200, -4.65735, 0.80016], [-1.34417, -4.34902, -0.37751], [-1.12712, -4.71379, 2.85168], [-1.01206, -2.99641, 2.24099], [-0.33092, -5.76035, 0.91421], [0.44387, -4.17957, 0.65870], [-1.29283, -5.08156, -1.19482], [-1.07973, -3.40095, -0.76580], [1.22717, -3.58162, -2.32520], [2.04102, -3.96416, -1.51003], [2.28147, -3.32810, -0.39609], [3.30686, -3.99942, 0.38466], [4.04304, -4.94899, -0.54343], [2.88794, -5.18391, -1.53271], [2.76135, -4.54910, 1.14636], [3.87317, -3.22235, 0.88927], [4.34226, -5.83942, 0.03994], [4.94922, -4.51132, -0.91402], [2.20881, -5.93204, -1.16928], [3.23190, -5.43098, -2.57718]],
  "forces_ev_per_a": [[-0.19, 0.49, 0.80], [0.47, -1.48, -1.92], [0.48, 1.43, -0.77], [-0.07, 0.06, 1.18], [-0.81, 0.25, 0.70], [-0.63, -0.47, 0.19], [0.34, 0.30, 0.12], [-0.09, 0.88, 0.00], [0.45, -0.77, -0.29], [-0.48, -0.23, -0.65], [0.50, -0.32, 0.14], [-0.31, -0.13, 0.45], [0.12, -0.23, 0.18], [0.63, 0.52, -1.15], [-0.69, -2.00, 0.79], [0.85, 0.17, 0.49], [0.94, 0.86, 0.36], [-0.99, -0.01, 0.09], [-0.85, 0.17, -0.71], [-0.54, 0.32, 0.83], [0.17, 0.13, 0.14], [-0.33, -0.26, -0.78], [0.49, 0.33, -0.27], [0.21, -0.04, -0.04], [0.59, -0.72, -0.33], [-0.77, -1.12, 0.76], [-0.19, 2.47, -0.26], [-0.14, 0.50, 0.61], [-0.17, -0.33, 0.52], [0.69, -0.45, 1.90], [0.39, 0.44, -0.47], [0.07, -0.33, -0.33], [-0.31, -0.42, 0.02], [0.35, -0.80, -0.67], [-0.52, -0.44, -0.70], [0.02, 1.29, -0.88], [1.05, -0.04, 0.64], [-2.38, 1.74, -1.18], [0.08, -0.21, -0.84], [-1.09, -0.37, -0.13], [2.03, -0.06, 0.88], [-0.91, 0.50, 0.63], [0.17, -0.13, 0.51], [0.16, -0.68, -0.38], [-0.61, 0.37, -0.65], [0.10, -0.20, 0.15], [0.27, -0.45, 0.22], [0.83, -0.54, 0.06], [-0.03, 0.03, -0.42], [0.05, 0.25, -1.58], [-0.25, -0.13, 0.28], [1.20, 1.09, -1.08], [-1.61, 0.13, 0.95], [-0.20, -1.78, 1.69], [-0.14, 0.12, 0.07], [-0.95, -0.41, 0.19], [0.70, 0.09, 0.05], [0.45, 0.11, -0.21], [0.19, 0.24, 0.26], [0.53, 0.26, -0.20], [0.17, 0.74, -0.04], [0.35, -0.12, -0.64], [0.15, -0.65, 1.16], [0.17, -0.11, -1.38], [-0.15, -0.20, 1.33], [-0.37, -0.63, -0.01], [-0.04, 0.64, -0.54], [-0.18, -0.42, 0.27], [0.19, -0.09, 0.20], [-0.04, 0.19, -0.19], [-0.52, 0.03, -0.19], [0.32, 0.41, 0.10], [-0.32, 0.67, 0.00], [1.94, -1.36, -0.14], [-0.10, -0.50, -0.14], [-0.29, 0.47, -2.09], [-0.62, 2.10, 1.36], [-0.46, 1.67, 0.40], [0.25, -0.31, 0.82], [-1.48, -0.15, 0.76], [0.91, -0.95, 0.40], [0.57, -0.97, -0.49], [0.33, -0.57, -0.35], [-0.48, 0.05, -0.43], [-1.12, 0.96, -2.33], [2.16, -0.20, 1.75], [-0.83, -1.06, 0.57], [-0.16, 0.37, -0.37], [0.41, 0.71, 0.63], [-0.21, -1.54, -0.39], [-0.78, -0.75, 0.07], [0.63, -0.53, 0.15], [-0.76, 0.41, -0.08], [0.37, -0.10, -0.04], [-0.09, 0.33, 0.25], [0.42, 1.44, -0.24], [-1.18, -1.00, 1.63], [1.61, 1.27, -3.71], [-0.49, -0.19, 0.31], [-0.64, 1.72, -0.36], [-1.37, 0.48, -0.64], [2.29, 1.46, 2.31], [0.87, -0.65, 0.19], [-0.22, -0.85, -0.27], [-0.23, -0.51, 0.48], [0.33, -0.12, 0.85], [-0.86, -1.43, -0.98], [0.16, -0.17, 0.06], [-0.72, -0.81, 1.76], [0.85, 0.41, -2.45], [1.05, -1.04, -0.28], [-3.15, 1.87, 1.52], [0.75, -0.15, -1.09], [0.55, 0.17, -0.18], [0.48, -0.54, 0.01], [0.06, -0.02, 0.50], [-0.20, 0.05, 0.04], [-0.31, 0.24, 0.06], [0.39, 0.54, 0.36], [0.23, -0.72, -0.16], [-0.04, 0.48, -0.88], [-0.27, -0.83, 1.62], [-0.17, -0.17, -0.32], [1.09, -0.54, -0.95], [-2.11, 1.15, 1.80], [0.42, 0.52, -0.51], [-1.01, -0.28, 0.45], [0.39, 0.03, -0.10], [0.93, 0.10, -0.09], [0.30, -0.10, -0.73], [0.90, -0.01, -0.41], [-0.61, -0.46, 0.20], [0.04, -0.74, -0.77], [0.55, 1.32, 2.15], [-0.32, 0.51, -0.17], [0.52, 0.75, 0.88], [0.57, -0.70, -2.15], [0.39, -0.90, -0.26], [-0.38, -0.57, -0.83], [0.20, 0.19, 0.06], [-0.11, -0.24, 0.15], [-0.51, 0.25, 0.18], [0.03, -0.12, 0.53], [-0.94, 0.32, 0.22], [0.83, -1.44, -2.35], [-0.22, 2.62, 1.41], [-0.51, -0.73, -0.33], [-0.37, -1.27, 1.22], [0.03, 1.94, -0.26], [0.71, -1.05, 0.93], [-0.37, 0.38, -0.67], [0.35, 0.57, 0.11], [-0.24, -0.26, 0.29], [0.05, -0.38, 0.09], [-0.53, -0.59, 0.18], [0.08, 0.25, -0.55], [0.28, 1.36, 0.12], [-1.03, -1.24, -0.38], [0.76, -0.23, -0.06], [0.11, 0.02, 0.52], [-1.48, 1.26, -1.01], [0.24, 0.88, -0.14], [-0.04, 0.33, 0.62], [-0.12, -0.50, -0.25], [0.95, -0.38, -0.76], [0.41, -0.99, 0.81], [0.08, -0.44, 0.08], [-0.05, -0.18, 0.51], [2.34, -0.45, -0.17], [-2.20, 0.38, 1.28], [-1.13, 0.27, -0.83], [0.12, -0.53, 0.58], [0.07, 0.87, 0.68], [-0.60, -1.51, -1.07], [0.93, 0.15, -0.54], [0.02, 0.06, -0.01], [0.23, -0.44, 0.07], [-0.26, 0.07, -0.01], [0.06, 0.88, 0.23], [0.63, 0.24, -0.29], [0.33, 0.21, -0.43], [-0.62, -0.94, -0.61], [0.35, -0.35, 0.46], [-1.78, 0.70, 0.05], [1.58, -0.97, 0.27], [-0.86, 1.43, 1.47], [1.17, 0.72, -0.25], [-0.59, 0.12, 0.11], [0.16, 0.26, -0.15], [0.17, -1.06, -0.30], [0.23, -0.52, 0.02], [-0.13, 0.51, -0.68], [1.16, -0.10, 0.42], [-0.97, -0.38, 0.23], [0.28, 0.09, -0.30], [-0.96, 0.02, -1.03], [1.64, -0.93, 0.79], [-1.37, -0.48, -0.43], [-0.18, 0.10, 0.50], [0.11, -0.72, -0.14], [-0.32, 0.98, 0.10], [0.49, -0.02, 0.26], [-0.30, 0.29, 0.30], [0.47, 1.09, -0.77], [0.47, -0.40, 0.65], [-0.52, 0.35, -1.79], [0.51, 1.27, 1.34], [-0.34, 0.39, 0.72], [-1.08, -0.32, 0.91], [1.68, -0.76, -2.02], [0.03, -0.15, 0.27], [0.11, -0.12, -0.12], [-0.26, 0.28, -0.50], [0.23, 0.30, -0.74], [-0.13, -0.89, 0.11], [-0.62, 0.12, 1.10]],
  "homo_ha": -0.343,
  "total_charge": 0,
  "multiplicity": 1,
  "e_above_lowest_ev": 0.000,
  "energy_ha": -5517.13026,
  "orbital_gap_ev": 9.33
}

***

(2)
{
  "formula": "C5H13AlO3",
  "method": "wB97M-V/def2-TZVPD",
  "symbols": ["C", "O", "H", "H", "H", "C", "O", "C", "C", "O", "C", "H", "H", "H", "H", "H", "H", "H", "H", "H", "Al", "H"],
  "coordinates": [[-1.94329, -1.90634, 0.10239], [-0.83677, -1.53579, -0.73031], [-1.81506, -1.52000, 1.12100], [-2.84809, -1.48864, -0.35089], [-2.00778, -3.00114, 0.13546], [0.42101, -2.06709, -0.32437], [0.90067, -1.27762, 0.69492], [1.81031, -0.23150, 0.39317], [1.20994, 1.11153, 0.73606], [0.16193, 1.47480, -0.16349], [-0.34053, 2.79224, 0.07036], [1.07795, -2.11238, -1.20529], [0.29548, -3.08039, 0.07753], [2.16071, -0.27553, -0.65044], [2.68814, -0.36826, 1.03815], [0.79697, 1.09531, 1.75593], [1.99729, 1.87632, 0.67605], [0.48787, 3.51242, 0.04259], [-0.84773, 2.81980, 1.04404], [-1.05339, 3.03183, -0.72706], [-0.71058, 0.28126, -1.31770], [-1.60506, 0.86918, -2.41811]],
  "forces_ev_per_a": [[-1.53, -0.42, 1.10], [0.26, 1.89, -1.68], [0.10, -0.05, -0.27], [0.13, -0.19, 0.04], [0.01, 0.33, -0.19], [1.65, -0.93, 0.86], [-0.09, -0.17, -0.04], [0.30, 0.29, 0.25], [1.46, -0.33, 1.29], [-0.66, -1.97, -1.52], [-0.90, 1.81, 0.16], [-0.17, 0.18, 0.06], [-0.33, 0.24, -0.26], [-0.05, -0.03, -0.01], [-0.09, 0.09, -0.23], [0.09, 0.03, -0.30], [-0.29, -0.10, -0.05], [-0.20, -0.32, -0.03], [0.20, -0.04, -0.27], [0.16, -0.04, 0.17], [-0.14, -0.21, 0.95], [0.09, -0.06, -0.05]],
  "homo_ha": -0.720,
  "total_charge": 2,
  "multiplicity": 1,
  "e_above_lowest_ev": 0.000,
  "energy_ha": -665.78502,
  "orbital_gap_ev": 10.13
}